Record 1
The following is a DFT calculation (wB97M-V/def2-TZVPD) of a structure of composition C42H51BN10NaSb.

Computed properties:
* Kohn-Sham gap: 0.146 hartree
* net charge: -2
* multiplicity: 1

Positions of all 106 atoms, in Å:
Na -0.70766 -0.40504 -0.76085
C 0.15180 4.40295 -1.51925
C 0.33547 4.95462 -0.10741
C -1.01614 5.33236 0.50701
C 1.07395 3.98609 0.77573
C 1.87899 4.25302 1.90067
C 2.26378 3.00363 2.33835
N 1.72475 2.07916 1.52188
N 0.99378 2.68302 0.56221
B 1.79815 0.52802 1.50834
N 3.26999 0.01991 1.51097
C 4.24103 0.20879 2.41934
C 5.36178 -0.48675 2.01408
C 4.96239 -1.09341 0.80907
N 3.70638 -0.78432 0.52304
C 5.73435 -2.03776 -0.07058
C 5.36901 -1.86481 -1.54181
C 5.50613 -3.48606 0.37062
N 1.01102 -0.07475 2.69357
C 0.75173 0.36318 3.93950
C -0.10559 -0.53613 4.54161
C -0.32460 -1.51691 3.55083
N 0.36753 -1.23158 2.46195
C -1.21345 -2.72673 3.54022
C -0.54295 -3.91647 4.22890
C -2.57533 -2.42767 4.15830
H -0.38115 5.12678 -2.14094
H 1.11482 4.18720 -1.98575
H -0.42106 3.47271 -1.51026
H 0.94367 5.86773 -0.16073
H -1.66814 4.45945 0.54915
H -0.89507 5.71035 1.52452
H -1.51473 6.09884 -0.09219
H 2.13838 5.20921 2.32598
H 2.89028 2.72633 3.17005
H 1.26069 0.16858 0.51167
H 4.07567 0.80790 3.29908
H 6.31701 -0.54708 2.50969
H 6.79883 -1.80368 0.05673
H 4.29648 -1.99728 -1.68253
H 5.62287 -0.86616 -1.89950
H 5.89358 -2.59990 -2.15785
H 4.45320 -3.74570 0.24485
H 6.10623 -4.17915 -0.22523
H 5.75836 -3.62220 1.42365
H 1.13739 1.30332 4.29797
H -0.54726 -0.45781 5.52150
H -1.36458 -2.96065 2.48213
H -0.34203 -3.69112 5.28065
H -1.17990 -4.80437 4.18629
H 0.40850 -4.15148 3.74980
H -2.47484 -2.14303 5.21076
H -3.06492 -1.61192 3.62686
H -3.22391 -3.30559 4.10798
C 2.67883 1.11658 -2.17385
C 1.87138 0.91662 -3.42025
C 2.36066 1.26455 -4.67854
C 1.56918 1.04198 -5.79059
C 0.31387 0.48258 -5.61452
C -0.11299 0.16435 -4.32475
N 0.66112 0.38011 -3.25838
Sb -2.10660 -0.65741 -4.09072
C -1.48201 -2.39735 -2.93264
C -2.16399 -3.58748 -3.16445
C -1.81780 -4.71157 -2.43305
C -0.80982 -4.61669 -1.49475
C -0.17362 -3.39188 -1.30672
C 0.85539 -3.19303 -0.23835
N -0.49281 -2.32220 -2.03653
C -2.84283 0.66952 -2.57083
C -4.18789 0.92209 -2.68864
C -4.86672 1.81430 -1.71102
C -4.51570 1.83204 0.45323
C -3.23501 0.96589 0.59746
C -2.52946 1.21080 1.91971
N -1.96178 1.12277 -1.69423
H 3.58380 1.69478 -2.37126
H 2.96467 0.15641 -1.73835
H 2.07848 1.62941 -1.42176
H 3.34787 1.70201 -4.76872
H 1.92592 1.30186 -6.78234
H -0.33849 0.29247 -6.45851
H -2.95888 -3.61995 -3.89936
H -2.33924 -5.65082 -2.58667
H -0.52507 -5.46629 -0.88633
H 1.29533 -4.14067 0.07787
H 0.38774 -2.71803 0.63076
H 1.64854 -2.52066 -0.56764
H -4.77014 0.43186 -3.46194
H -5.54806 2.50398 -2.22380
H -4.84024 2.34270 1.36442
H -3.15424 0.87847 2.75694
H -2.31287 2.27569 2.06386
H -1.59293 0.65074 1.95344
N -2.34997 -1.32169 0.32975
C -3.34599 -0.56103 0.34540
C -2.55931 1.80719 -0.57977
C -3.89279 2.56590 -0.76923
C -5.60325 1.20355 -0.42755
C -5.76358 -0.26965 -0.29402
C -4.73680 -1.04565 0.06011
H -1.79624 2.45192 -0.13124
H -3.85641 3.65235 -0.87485
H -6.56321 1.71624 -0.30346
H -6.71599 -0.71881 -0.57223
H -4.83473 -2.12847 0.08834

Mulliken population analysis, charges in e, atoms 1 to 5:
1. Na 0.568
2. C -1.311
3. C 0.431
4. C -1.285
5. C 0.078

Record 2
The following is a DFT calculation (wB97M-V/def2-TZVPD) of a cluster of 2 separate species, C3H9NSi in total.

Computed properties:
* Kohn-Sham gap (spin up / spin down): 0.301 / 0.276 hartree
* multiplicity: 1

Positions of all 14 atoms, in Å:
C -1.29021 1.37893 0.65827
C -1.05259 -1.96543 -0.01709
C 3.11188 0.43192 -0.12493
N -1.43383 0.97192 -0.74236
Si -0.42449 -0.17556 -0.00609
H -0.73140 2.29079 0.82731
H -2.19937 1.34009 1.25301
H -1.56768 -2.17607 -0.95129
H -0.23160 -2.66694 0.08618
H -1.75138 -2.13064 0.80009
H 3.10221 0.75471 -1.14167
H 3.10470 1.16607 0.65051
H 3.47808 -0.54598 0.09976
H -2.11430 1.32618 -1.39172

natural (NBO) population analysis, charges in e, atoms 1 to 5:
1. C -0.581
2. C -1.118
3. C -0.537
4. N -1.063
5. Si 1.297

Record 3
The following is a DFT calculation (wB97M-V/def2-TZVPD) of a structure of composition C34H60N6O3Si2SnTe.

Computed properties:
* Kohn-Sham gap: 0.203 hartree
* net charge: +2
* multiplicity: 1

Positions of all 107 atoms, in Å:
Sn 0.55589 -0.17666 0.00695
C 3.64549 -3.72356 -2.07505
Si 1.83949 -3.10306 -2.07975
C 0.59299 -4.29636 -2.88405
C 1.72359 -1.46906 -3.04365
N 1.25179 -2.67936 -0.45535
C 0.96139 -3.51496 0.47695
C 1.29889 -4.91696 0.41625
C 0.96229 -5.79126 1.38625
C 0.29409 -5.33936 2.56435
C -0.04611 -4.04086 2.70195
C 0.16259 -3.06896 1.65875
N -0.38871 -1.90686 1.65385
Si -1.62761 -1.35396 2.80425
C -2.39631 0.22334 2.05445
C -3.05911 -2.60756 2.91965
C -0.72061 -0.94196 4.43125
H 3.90309 -4.06916 -3.07045
H 3.81639 -4.54876 -1.39095
H 4.34819 -2.93536 -1.81885
H 0.89799 -4.50466 -3.90465
H -0.39001 -3.83576 -2.92685
H 0.49249 -5.24606 -2.36855
H 1.88999 -1.64886 -4.09875
H 2.46929 -0.75166 -2.71155
H 0.73789 -1.01896 -2.93745
H 1.85739 -5.24286 -0.44405
H 1.21789 -6.83856 1.29855
H 0.07999 -6.05436 3.34525
H -0.51161 -3.68836 3.60545
H -2.07761 0.39684 1.02755
H -2.15151 1.09984 2.64465
H -3.47701 0.14364 2.04465
H -3.62391 -2.60846 1.99085
H -3.75121 -2.32086 3.70545
H -2.73961 -3.62756 3.11395
H 0.20119 -0.40156 4.23445
H -0.46261 -1.83116 4.99645
H -1.34361 -0.32816 5.07335
O -6.21921 -1.82406 -3.00755
C -5.40441 -2.89866 -2.61725
C -4.08151 -2.37136 -2.14045
C -3.14441 -3.17786 -1.50205
C -1.96751 -2.59896 -1.06435
N -1.64891 -1.32406 -1.24795
C -2.52751 -0.54756 -1.89445
C -3.75931 -1.03236 -2.32025
C -2.14331 0.85394 -2.12995
C -2.84801 1.66184 -3.01515
C -2.49191 2.99604 -3.17135
C -3.30461 3.84654 -4.11725
O -3.68371 3.14264 -5.27065
C -1.41081 3.47354 -2.44005
C -0.74101 2.59174 -1.61425
N -1.08831 1.32394 -1.45215
H -7.08001 -2.15156 -3.28125
H -5.22031 -3.58426 -3.46065
H -5.87071 -3.48456 -1.81075
H -3.32851 -4.22756 -1.33625
H -1.24001 -3.19196 -0.53655
H -4.50381 -0.39826 -2.77195
H -3.66911 1.29214 -3.60655
H -2.78331 4.78064 -4.35535
H -4.24451 4.10494 -3.61245
H -2.96561 3.13834 -5.91195
H -1.09581 4.50044 -2.52165
H 0.11989 2.89654 -1.03685
C 2.96509 3.29844 -2.35765
Te 3.73149 1.55524 -1.35425
C 4.79259 0.94064 -3.13505
H 3.78679 3.83794 -2.81165
H 2.47019 3.93644 -1.63985
H 2.26159 2.99854 -3.12335
H 4.09979 0.83314 -3.96145
H 5.29659 0.00064 -2.95255
H 5.53119 1.69454 -3.37885
C -1.53701 4.50094 1.90495
C -0.82031 3.90134 3.11355
N 0.62919 3.89964 2.98145
C 1.32249 4.88454 3.80085
C 1.17989 6.30654 3.26505
C 1.24489 3.05744 2.13475
C 2.72649 3.21214 1.95445
N 0.65069 2.14004 1.43595
H -2.60381 4.53964 2.10895
H -1.37531 3.91304 1.00455
H -1.18941 5.51294 1.71515
H -1.16971 2.87894 3.30165
H -1.06561 4.49204 3.99715
H 2.37659 4.62984 3.89175
H 0.88919 4.83724 4.80425
H 1.61289 6.39444 2.27245
H 1.68929 6.99854 3.93095
H 0.13339 6.59384 3.21955
H 2.97099 4.24784 1.72815
H 3.04559 2.59124 1.12025
H 3.26839 2.91264 2.84765
H -0.34881 2.11844 1.61525
C 4.38589 -1.84526 1.28185
C 3.25819 -1.52676 2.24745
O 2.47929 -0.42716 1.79625
H 4.94559 -2.70356 1.63535
H 5.06999 -1.00406 1.18895
H 3.96669 -2.06306 0.30125
H 3.64279 -1.30616 3.24675
H 2.57039 -2.36946 2.31665
H 3.02859 0.36414 1.85335

Mulliken population analysis, charges in e, atoms 1 to 5:
1. Sn 1.938
2. C -1.259
3. Si 0.245
4. C -0.988
5. C -0.610

Record 4
The following is a DFT calculation (wB97M-V/def2-TZVPD) of a cluster of 2 separate species, CH4ClNO2S in total.

Computed properties:
* Kohn-Sham gap (spin up / spin down): 0.306 / 0.301 hartree
* multiplicity: 1

Positions of all 10 atoms, in Å:
C 1.26183 -0.43146 -0.41025
N -1.81455 -1.00580 0.79782
O 0.06752 1.79109 -1.16050
O 0.78104 1.76898 1.16990
S 0.23801 1.02356 0.04721
Cl -2.93266 -0.93078 -0.37376
H 0.56364 -1.17933 -0.75061
H 2.05305 -0.10874 -1.13497
H 1.62461 -0.79594 0.58799
H -1.84249 -0.13157 1.22718

natural (NBO) population analysis, charges in e, atoms 1 to 5:
1. C -0.828
2. N -0.552
3. O -0.860
4. O -0.855
5. S 1.797

Record 5
The following is a DFT calculation (wB97M-V/def2-TZVPD) of the molecule C3H7N.

Computed properties:
* SMILES: C1CNC1
* Kohn-Sham gap: 0.368 hartree
* multiplicity: 1

Positions of all 11 atoms, in Å:
C 0.57897 -0.16948 -0.77076
C 0.61159 -0.39016 0.74749
N -0.38433 0.64796 0.83542
C -0.82845 0.44631 -0.55243
H 0.63005 -1.01657 -1.45772
H 1.33790 0.59927 -1.06455
H 1.58005 -0.26063 1.34506
H 0.25192 -1.38556 1.03228
H -1.01678 0.57348 1.60963
H -1.58567 -0.37660 -0.56498
H -1.17526 1.33198 -1.15943

natural (NBO) population analysis, charges in e, atoms 1 to 5:
1. C -0.408
2. C -0.215
3. N -0.623
4. C -0.214
5. H 0.204

| no. | electronic energy (eV) |
| --- | --- |
| 1 | -70913.660 |
| 2 | -12620.386 |
| 3 | -80184.667 |
| 4 | -30040.251 |
| 5 | -4713.211 |